Below is a structure of composition C25H31AsCaF6GeO4 in a non-equilibrium geometry, with properties calculated with ωB97M-V/def2-TZVPD.

Values from the calculation:
Net charge: +2
Electronic energy, eV: -186706.45368
2S+1: 1
Orbital gap, eV: 6.78

Each line ends with the Mulliken charge.
CARTESIAN COORDINATES (ANGSTROEM)
Ca (2.11592, 0.24991, 0.16887)  2.628
C (4.69816, 0.62708, -1.30188)  -0.693
C (3.73199, 1.13374, -2.37186)  -0.581
O (2.38505, 0.85834, -1.93802)  -0.505
C (1.42278, 1.87965, -2.22175)  -0.711
C (1.46351, 2.96872, -1.14899)  -0.620
O (1.30348, 2.31677, 0.11591)  -0.065
C (1.64123, 3.11858, 1.25651)  -0.522
C (1.81305, 2.16033, 2.43645)  -0.693
O (2.72118, 1.11248, 2.08773)  -0.465
C (4.11944, 1.39900, 2.26795)  -0.569
C (4.87509, 0.72185, 1.12765)  -0.678
O (4.16318, 1.08587, -0.05900)  -0.386
H (5.69469, 1.03649, -1.47563)  0.478
H (4.74913, -0.46696, -1.31201)  0.285
H (3.92103, 0.63173, -3.32062)  0.427
H (3.86248, 2.20937, -2.49978)  0.371
H (0.45000, 1.38131, -2.19821)  0.193
H (1.57849, 2.30548, -3.21312)  0.537
H (0.66695, 3.69813, -1.31289)  0.509
H (2.42803, 3.48502, -1.16899)  0.416
H (0.85552, 3.84745, 1.46790)  0.501
H (2.57832, 3.64737, 1.05903)  0.362
H (0.85853, 1.67311, 2.65033)  0.078
H (2.14227, 2.69283, 3.32879)  0.541
H (4.45391, 1.01928, 3.23339)  0.413
H (4.28539, 2.47673, 2.21927)  0.392
H (4.86938, -0.36739, 1.24972)  0.293
H (5.90706, 1.07439, 1.09396)  0.454
C (-1.96469, 2.32707, -0.03977)  -0.985
Ge (-2.17876, 0.37054, 0.06980)  0.169
C (-2.61331, -0.20769, 1.88515)  0.552
C (-1.67320, -0.51474, 2.86196)  0.446
C (-2.10087, -0.83011, 4.14248)  -1.189
C (-3.45479, -0.82506, 4.44748)  -0.548
C (-4.39049, -0.52088, 3.46931)  -0.767
C (-3.97594, -0.21803, 2.18154)  -0.611
C (-2.57977, -0.47852, -1.61618)  1.477
C (-2.80633, 0.37306, -2.68110)  -0.553
C (-3.20971, -0.14286, -3.91919)  -1.067
C (-3.35208, -1.49659, -4.08252)  -0.771
C (-3.10884, -2.39799, -3.02163)  0.657
C (-3.22669, -3.79728, -3.19136)  -0.874
C (-2.99486, -4.64849, -2.14887)  -0.696
C (-2.65283, -4.14111, -0.88099)  -0.964
C (-2.52969, -2.79343, -0.68779)  -0.174
C (-2.73265, -1.88945, -1.74870)  0.406
H (-2.98075, 2.71955, 0.06244)  0.577
H (-1.55239, 2.66987, -0.98562)  0.278
H (-1.37832, 2.70041, 0.79673)  0.258
H (-0.61653, -0.52156, 2.63424)  0.406
H (-1.37059, -1.08336, 4.89964)  0.468
H (-3.78302, -1.06090, 5.45068)  0.420
H (-5.44649, -0.52278, 3.70307)  0.438
H (-4.71294, 0.00394, 1.41666)  0.491
H (-2.68886, 1.44436, -2.56640)  0.394
H (-3.40049, 0.53616, -4.73874)  0.440
H (-3.65772, -1.89437, -5.04243)  0.443
H (-3.50409, -4.17856, -4.16604)  0.426
H (-3.08531, -5.71714, -2.28824)  0.416
H (-2.47761, -4.82232, -0.05864)  0.494
H (-2.28377, -2.40519, 0.29218)  0.129
F (0.34488, -0.68659, 0.34051)  -0.701
As (1.23616, -2.45405, 0.80255)  1.949
F (2.70701, -1.63478, 0.04476)  -0.617
F (1.69854, -1.58688, 2.24340)  -0.427
F (2.15444, -3.81716, 1.12022)  -0.387
F (-0.17721, -2.98953, 1.55433)  -0.385
F (0.76537, -2.84421, -0.77563)  -0.410

Atoms 1-3, force components in eV/Å:
Ca 0.469 2.574 0.032
C -0.238 -0.030 -0.351
C 0.319 0.059 0.145

Below is a structure of composition C25H31BF4GeMnN7S, with properties calculated with ωB97M-V/def2-TZVPD.

Values from the calculation:
Net charge: -1
Electronic energy, eV: -147086.36213
2S+1: 2
Orbital gap (alpha / beta), eV: 7.02 / 6.22
<S²>: 0.765

Each line ends with the Löwdin spin population.
CARTESIAN COORDINATES (ANGSTROEM)
Mn (0.46249, 0.90114, -0.03884)  0.997
C (-3.04901, 2.59542, 1.61993)  0.000
C (-2.82542, 2.75084, 2.98181)  -0.004
C (-1.61627, 2.34570, 3.48748)  0.000
C (-0.64514, 1.78178, 2.64959)  -0.004
N (-0.86334, 1.62770, 1.33692)  -0.005
C (-2.04938, 2.04322, 0.85667)  -0.004
N (0.51736, 1.37703, 3.31023)  -0.003
C (1.48325, 0.77265, 2.75231)  -0.001
N (1.67255, 0.42987, 1.42689)  0.012
C (2.85776, -0.23420, 1.30778)  -0.001
N (3.40859, -0.74955, 0.27011)  0.000
C (2.92227, -0.57250, -1.02102)  -0.007
C (3.65936, -1.21777, -2.03261)  0.001
C (3.34173, -1.03738, -3.35324)  -0.007
C (2.28157, -0.18597, -3.66925)  0.000
C (1.58404, 0.38195, -2.63455)  -0.005
N (1.85227, 0.17252, -1.32751)  -0.005
C (3.50060, -0.33072, 2.65278)  0.000
C (4.68849, -0.90301, 3.06278)  0.000
C (5.00172, -0.83240, 4.41628)  0.000
C (4.13988, -0.20621, 5.31807)  -0.001
C (2.94999, 0.36878, 4.88689)  0.000
C (2.65861, 0.29706, 3.53911)  0.000
H (-3.96920, 2.90930, 1.14589)  0.000
H (-3.58162, 3.17862, 3.62848)  0.000
H (-1.36485, 2.43086, 4.53571)  0.000
H (-2.17327, 1.93345, -0.20490)  0.000
H (4.49004, -1.83275, -1.71184)  0.000
H (3.91116, -1.52993, -4.13215)  -0.001
H (2.00154, 0.03339, -4.69081)  0.000
H (0.75263, 1.04175, -2.82368)  0.000
H (5.34227, -1.38421, 2.34667)  0.000
H (5.92467, -1.26645, 4.77968)  0.000
H (4.40308, -0.17589, 6.36830)  0.000
H (2.26750, 0.85886, 5.56934)  0.000
C (0.53905, -3.59469, -0.53760)  0.000
N (0.23046, -2.96083, 0.72552)  0.000
C (-1.01226, -2.62696, 1.16161)  0.000
S (-1.19411, -1.79207, 2.60657)  0.001
N (-2.02216, -3.04184, 0.37060)  0.000
C (-3.41062, -2.67485, 0.57173)  0.000
H (1.61400, -3.75250, -0.58460)  0.000
H (0.25048, -2.98386, -1.39892)  0.000
H (0.05507, -4.57195, -0.61384)  0.000
H (0.96945, -2.50537, 1.23481)  0.000
H (-1.77645, -3.33678, -0.55844)  0.000
H (-3.46556, -1.94079, 1.37144)  0.000
H (-4.01668, -3.54073, 0.84289)  0.000
H (-3.80103, -2.23286, -0.34487)  0.000
F (0.61130, 4.71922, -2.05173)  0.000
B (-0.13559, 3.97842, -1.14309)  0.002
F (-1.31006, 3.49504, -1.73343)  0.000
F (-0.41959, 4.69034, 0.01616)  0.000
F (0.69417, 2.82511, -0.76259)  0.019
C (-2.72814, -1.31905, -3.42905)  0.001
Ge (-2.14570, 0.40205, -2.62609)  0.006
C (-3.83690, 1.26866, -2.14905)  0.002
C (-1.39570, 1.33657, -4.17855)  0.001
C (-1.03195, -0.08136, -1.11024)  0.003
H (-3.36368, -1.15403, -4.30707)  0.000
H (-3.29363, -1.92291, -2.71066)  0.000
H (-1.85185, -1.89407, -3.74582)  0.000
H (-4.48398, 1.27361, -3.03084)  0.000
H (-3.68397, 2.29917, -1.82616)  0.000
H (-4.34200, 0.71247, -1.35382)  0.000
H (-2.23026, 1.73591, -4.76218)  0.000
H (-0.84426, 0.63319, -4.80874)  0.000
H (-0.75480, 2.17230, -3.90473)  0.000
H (-0.56756, -1.00843, -1.47134)  0.000
H (-1.78344, -0.37903, -0.36720)  0.000

Atoms 1-3, force components in eV/Å:
Mn -0.055 0.215 -0.145
C -0.018 0.021 -0.015
C -0.012 0.001 0.038

Below is a structure of composition C25H31BF4N7OSZr in a non-equilibrium geometry, with properties calculated with ωB97M-V/def2-TZVPD.

Values from the calculation:
Net charge: +3
Electronic energy, eV: -62555.41844
2S+1: 1
Orbital gap, eV: 8.32

Each line ends with the Mulliken charge.
CARTESIAN COORDINATES (ANGSTROEM)
Zr (-0.56265, -0.00908, -0.43166)  0.985
C (-2.00884, 2.81409, 0.08241)  -1.555
N (-0.76402, 2.14744, 0.55863)  0.762
C (-0.83854, 1.98627, 2.03232)  -1.276
C (0.41883, 1.32699, 2.51526)  0.679
C (0.90027, 1.52247, 3.79915)  -0.978
C (2.10811, 0.94292, 4.15442)  -0.570
C (2.81163, 0.22983, 3.19567)  -1.169
C (2.25860, 0.09192, 1.93574)  -0.566
N (1.06814, 0.59608, 1.60469)  0.905
C (0.38134, 3.05552, 0.18890)  -1.467
C (1.52342, 2.44021, -0.56806)  0.964
C (2.68100, 3.17735, -0.75454)  -1.241
C (3.70829, 2.64171, -1.51044)  -0.611
C (3.54764, 1.37813, -2.06014)  -0.977
C (2.36914, 0.70223, -1.82742)  -0.543
N (1.36778, 1.21887, -1.09257)  0.874
C (-2.05487, 2.68724, -1.40937)  0.653
C (-2.67665, 3.62147, -2.21102)  -0.977
C (-2.65517, 3.45387, -3.58748)  -0.498
C (-1.98402, 2.36534, -4.11722)  -1.047
C (-1.38746, 1.46536, -3.25791)  -0.405
N (-1.42831, 1.60528, -1.91966)  0.880
H (-2.01801, 3.85902, 0.40073)  0.697
H (-2.86498, 2.31285, 0.53031)  0.572
H (-1.73196, 1.40137, 2.26058)  0.347
H (-0.95947, 2.96666, 2.50282)  0.770
H (0.34766, 2.13851, 4.49669)  0.586
H (2.50766, 1.07832, 5.15065)  0.494
H (3.78150, -0.19514, 3.41267)  0.503
H (2.80812, -0.40545, 1.14839)  0.487
H (0.75023, 3.53921, 1.09520)  0.660
H (-0.01800, 3.85450, -0.43783)  0.771
H (2.76746, 4.16254, -0.31492)  0.581
H (4.61885, 3.20292, -1.67339)  0.482
H (4.31656, 0.92260, -2.66739)  0.506
H (2.19284, -0.27897, -2.24213)  0.355
H (-3.16725, 4.47323, -1.75886)  0.558
H (-3.14149, 4.17065, -4.23563)  0.475
H (-1.91945, 2.20091, -5.18308)  0.496
H (-0.86531, 0.60307, -3.63692)  0.462
O (-0.98296, -0.97179, 1.32669)  -0.220
N (-2.13394, -1.22481, 1.97634)  0.248
C (-2.05016, -1.73840, 3.22659)  -0.239
C (-3.20515, -1.99301, 3.90953)  -0.881
C (-4.43143, -1.70191, 3.29711)  -0.226
C (-4.47144, -1.15107, 2.03870)  -0.919
C (-3.27811, -0.88706, 1.35513)  0.844
S (-3.15427, -0.13607, -0.19459)  -0.288
H (-1.04743, -1.92377, 3.57876)  0.541
H (-3.14758, -2.41161, 4.90335)  0.467
H (-5.35577, -1.90381, 3.82165)  0.442
H (-5.40664, -0.90424, 1.55696)  0.522
N (2.42323, -5.65209, -1.86597)  -0.285
C (2.48284, -4.63147, -0.74029)  -0.660
C (1.64798, -3.41261, -1.11710)  -0.909
N (1.58379, -2.38384, -0.08205)  -0.187
H (2.95289, -6.49887, -1.63993)  0.383
H (2.80723, -5.28385, -2.74057)  0.359
H (1.45979, -5.94104, -2.05912)  0.360
H (3.53900, -4.41270, -0.59105)  0.428
H (2.10187, -5.14671, 0.14019)  0.351
H (0.63045, -3.73377, -1.32714)  0.467
H (2.02671, -2.97023, -2.04194)  0.351
H (2.50393, -2.12072, 0.24891)  0.279
H (1.06451, -2.71728, 0.72511)  0.192
F (-1.11566, -2.30162, -1.04441)  -0.286
B (-1.03046, -2.02055, -2.44663)  0.056
F (0.08170, -0.91655, -2.31066)  -0.295
F (-0.57342, -3.03404, -3.19055)  -0.214
F (-2.11012, -1.34286, -2.88060)  -0.304

Atoms 1-3, force components in eV/Å:
Zr 0.614 0.361 0.768
C 0.036 -0.144 0.090
N 0.018 0.145 -0.213